Entry from OMol25: a cluster of 2 separate species, C34H57B2IN4O15P in total at a distorted geometry (ωB97M-V with the def2-TZVPD basis set).

Each line ends with the Löwdin charge.
Positions of all 114 atoms, in Å:
C1 1.30 1.03 4.35  0.07
C2 0.72 2.02 3.65  -0.12
C3 -0.39 1.95 2.62  -0.09
C4 -0.15 1.18 1.29  -0.17
C5 0.20 -0.25 1.79  -0.11
O1 -0.66 -0.66 2.85  -0.05
C6 -0.13 -1.69 3.57  -0.53
C7 -0.76 -1.90 4.91  0.03
O2 0.79 -2.34 3.17  0.14
N1 1.10 1.70 0.58  0.10
C8 1.90 0.66 -0.18  -0.09
C9 1.31 -0.25 -1.25  -0.14
C10 1.20 0.33 -2.66  -0.20
C11 0.97 -0.81 -3.66  -0.28
N2 0.54 -0.24 -4.94  0.01
C12 1.00 3.12 -0.01  -0.09
C13 2.18 3.40 -1.03  -0.13
C14 3.62 3.29 -0.57  -0.74
O3 4.19 3.73 0.36  0.07
I1 4.91 2.24 -2.03  0.87
B1 1.47 4.25 1.02  -0.67
O4 2.15 3.93 2.15  0.18
O5 1.39 5.58 0.63  0.18
C15 -0.42 3.42 -0.66  -0.31
C16 -0.26 3.86 -2.15  0.00
B2 -1.59 4.06 -3.00  -0.65
O6 -2.34 2.97 -3.34  0.18
O7 -1.99 5.32 -3.44  0.15
C17 -1.17 4.59 0.02  -0.01
C18 -2.63 4.77 -0.26  -0.43
O8 -3.39 4.08 -0.86  0.17
O9 -3.07 5.92 0.36  0.09
C19 -4.28 5.66 1.05  -0.45
C20 -5.54 6.24 0.49  0.04
O10 -4.23 4.97 2.03  0.16
N3 -1.18 2.18 -0.72  0.07
C21 -1.45 1.25 0.41  -0.24
C22 -2.74 1.76 1.11  -0.06
C23 -3.45 0.92 2.16  -0.25
O11 -4.65 0.93 2.26  0.09
C24 -1.87 -0.06 -0.32  -0.12
C25 -2.29 -1.18 0.38  -0.02
C26 -2.64 -2.32 -0.33  -0.02
C27 -2.55 -2.26 -1.70  -0.13
N4 -2.21 -1.20 -2.42  0.10
C28 -1.88 -0.12 -1.71  -0.10
H1 0.71 0.26 4.84  0.06
H2 2.38 1.02 4.49  0.08
H3 0.99 3.02 3.97  0.10
H4 -1.27 1.56 3.13  0.12
H5 -0.70 2.97 2.38  0.11
H6 1.21 -0.25 2.19  0.12
H7 0.18 -1.01 1.01  0.12
H8 -1.30 -2.85 4.91  0.10
H9 0.00 -1.89 5.69  0.10
H10 -1.49 -1.12 5.14  0.09
H11 1.73 1.85 1.38  0.16
H12 2.77 1.08 -0.67  0.04
H13 2.43 0.04 0.54  0.14
H14 2.13 -0.98 -1.39  0.13
H15 0.48 -0.89 -0.99  0.10
H16 0.37 1.03 -2.76  0.08
H17 2.12 0.85 -2.93  0.08
H18 1.93 -1.30 -3.82  0.11
H19 0.23 -1.51 -3.27  0.09
H20 0.00 -0.91 -5.47  0.07
H21 -0.01 0.59 -4.81  0.05
H22 2.08 2.69 -1.85  0.06
H23 2.10 4.42 -1.40  0.14
H24 2.05 4.55 2.89  0.13
H25 1.05 6.11 1.35  0.13
H26 0.31 3.14 -2.74  0.11
H27 0.22 4.83 -2.14  0.12
H28 -3.21 3.28 -3.64  0.13
H29 -1.63 5.52 -4.31  0.12
H30 -1.11 4.63 1.11  0.13
H31 -0.72 5.53 -0.31  0.14
H32 -6.23 5.41 0.36  0.11
H33 -5.96 6.97 1.17  0.10
H34 -5.34 6.66 -0.49  0.09
H35 -2.08 2.36 -1.15  0.10
H36 -3.51 1.89 0.35  0.14
H37 -2.62 2.74 1.59  0.11
H38 -2.87 0.27 2.84  0.11
H39 -2.36 -1.19 1.45  0.10
H40 -2.95 -3.22 0.17  0.12
H41 -2.79 -3.16 -2.26  0.11
H42 -1.63 0.73 -2.32  0.09
O12 0.44 -4.14 -0.21  -0.23
P1 1.70 -4.92 -0.20  0.50
O13 1.68 -5.77 -1.59  -0.20
C29 1.82 -5.08 -2.83  -0.27
C30 3.21 -4.53 -3.05  -0.08
O14 1.36 -6.07 0.90  -0.22
C31 0.22 -6.00 1.75  -0.27
C32 -0.96 -6.75 1.16  -0.07
O15 3.26 -4.92 0.06  -0.20
C33 4.01 -6.02 0.64  -0.24
C34 3.93 -7.32 -0.12  -0.07
H43 1.07 -4.28 -2.89  0.10
H44 1.58 -5.81 -3.61  0.12
H45 3.44 -3.73 -2.35  0.06
H46 3.30 -4.12 -4.06  0.08
H47 3.96 -5.30 -2.91  0.08
H48 -0.03 -4.96 1.98  0.09
H49 0.52 -6.46 2.70  0.12
H50 -1.11 -6.48 0.12  0.07
H51 -1.87 -6.53 1.72  0.08
H52 -0.78 -7.82 1.20  0.08
H53 3.73 -6.14 1.68  0.12
H54 5.04 -5.67 0.63  0.12
H55 2.93 -7.75 -0.10  0.07
H56 4.61 -8.04 0.34  0.09
H57 4.20 -7.18 -1.17  0.08

Calculated values
Charge: +1
Strongest force on any atom, eV Å⁻¹: 5.9
Energy above the lowest of the compared OMol25 structures with the same formula, charge and spin, eV: 0.000
Frontier orbital gap, eV: 8.5
HOMO energy, eV: -11.11